a | Density functional theory data (the ωB97M-V functional and the def2-TZVPD basis) for one molecule with the formula C5H9ClN2.

Last column: Mulliken charge in e.
Geometry (Å):
C: 1.286 -0.173 0.023  0.169
C: 0.236 -1.093 0.145  -0.763
C: -1.385 0.535 0.182  -0.204
C: 2.240 1.941 -0.025  -0.748
C: -2.142 -1.752 -0.019  -1.044
N: 1.131 1.095 0.126  -0.336
N: -1.100 -0.742 0.062  0.172
Cl: -3.088 1.030 -0.042  -0.206
H: 2.278 -0.519 0.177  0.338
H: 0.512 -2.050 -0.144  0.255
H: -0.503 1.122 0.445  0.581
H: 2.498 2.745 0.655  0.284
H: 3.118 1.256 -0.104  0.202
H: 1.985 2.451 -1.036  0.232
H: -2.436 -1.686 -1.142  0.345
H: -1.708 -2.690 0.115  0.332
H: -2.921 -1.470 0.582  0.392

Properties
- net charge = 0
- Kohn-Sham gap (Eh) = 0.286
- highest occupied orbital energy (eV) = -7.0



b | Density functional theory data (the ωB97M-V functional and the def2-TZVPD basis) for one molecule with the formula C5H9ClN2.

Last column: Mulliken charge in e.
Geometry (Å):
C: 0.288 2.163 0.496  -0.806
C: 1.117 0.295 -0.648  0.080
C: 0.964 -2.046 0.065  -1.108
C: -0.967 -0.666 0.228  -0.254
C: -1.789 0.110 -0.469  -0.421
H: 0.200 1.575 1.429  0.282
H: 0.705 3.154 0.793  0.288
H: -0.716 2.367 0.136  0.305
H: 1.763 -0.123 -1.446  0.395
H: 2.057 -2.020 0.099  0.424
H: 0.607 -2.572 0.935  0.338
H: 0.637 -2.624 -0.830  0.349
H: -1.372 -1.372 0.964  0.312
H: -1.528 0.820 -1.210  0.463
N: 1.104 1.551 -0.514  -0.504
N: 0.433 -0.683 0.114  0.059
Cl: -3.505 0.072 -0.142  -0.200

Properties
- SMILES string = C/N=C\N(C)/C=C/Cl
- net charge = 0
- Kohn-Sham gap (Eh) = 0.347
- highest occupied orbital energy (eV) = -8.6



It is a that is the least stable of them.



a | Density functional theory data (the ωB97M-V functional and the def2-TZVPD basis) for one molecule with the formula C5H9ClN2.

Last column: Mulliken charge in e.
Geometry (Å):
C: -0.427 0.678 0.591  0.689
C: -0.028 -0.682 1.271  -0.549
C: 0.400 -0.747 -1.040  -1.029
C: 1.046 0.490 -0.490  0.262
C: 0.426 1.676 0.149  -0.754
H: -2.082 1.390 -0.617  0.283
H: -1.672 -0.535 -0.729  0.284
H: -0.723 -1.138 2.103  0.321
H: 1.031 -0.691 1.769  0.249
H: -0.858 -2.206 -0.191  0.296
H: 1.079 -1.454 -1.606  0.426
H: -0.427 -0.290 -1.597  0.358
H: 1.269 1.995 0.725  0.275
H: 0.050 2.634 -0.460  0.187
N: -1.683 0.480 -0.094  -0.644
N: 0.066 -1.638 0.088  -0.469
Cl: 2.532 0.038 0.124  -0.185

Properties
- SMILES string = N[C@@]12CNC[C@@]1(Cl)C2
- net charge = 0
- Kohn-Sham gap (Eh) = 0.296
- highest occupied orbital energy (eV) = -7.4



b | Density functional theory data (the ωB97M-V functional and the def2-TZVPD basis) for a 2-piece molecular cluster, C5H9ClN2 overall.

Last column: Mulliken charge in e.
Geometry (Å):
C: -1.089 -0.281 -0.167  -0.681
C: -2.321 0.108 -0.134  0.335
C: 1.200 -0.527 -1.021  -1.438
C: 0.701 0.830 1.043  -1.118
C: 0.249 0.461 -0.295  0.666
N: -4.769 -1.033 0.000  -0.298
N: -3.679 -1.537 -0.092  -0.052
Cl: -2.980 1.661 0.010  -0.158
H: -0.811 -1.330 -0.402  0.210
H: 0.914 -0.611 -2.089  0.346
H: 2.219 -0.113 -1.011  0.403
H: 1.332 -1.610 -0.469  0.307
H: 0.040 1.582 1.456  0.354
H: 0.788 -0.129 1.644  0.269
H: 1.829 1.217 0.938  0.266
H: -0.028 1.408 -0.750  0.334
H: -5.486 -1.742 0.239  0.257

Properties
- net charge = 0
- Kohn-Sham gap (alpha / beta) (Eh) = 0.322 / 0.322
- highest occupied orbital energy (alpha / beta) (eV) = -8.4 / -8.4



It is a that is the least stable of them.



a | Density functional theory data (the ωB97M-V functional and the def2-TZVPD basis) for one molecule with the formula C3H6N4O.

Last column: Mulliken charge in e.
Geometry (Å):
C: -2.338 -1.020 0.076  -0.422
C: -0.284 1.934 -0.167  0.045
C: 1.877 -0.398 -0.234  0.064
H: -2.913 -0.604 -0.851  0.278
H: -2.271 -1.865 0.589  0.347
H: -0.402 2.948 -0.415  0.406
H: 0.399 -0.159 1.144  0.536
H: 2.968 -0.277 -0.851  0.271
H: 2.027 -2.175 -0.663  0.243
N: -1.430 -0.176 0.449  -0.150
N: -1.409 1.168 -0.095  -0.485
N: 1.348 0.396 0.820  -0.309
N: 1.351 -1.563 0.000  -0.539
O: 1.078 1.793 0.196  -0.285

Properties
- SMILES string = [H]/N=C/NO/C=N\N=C
- net charge = 0
- Kohn-Sham gap (Eh) = 0.358
- highest occupied orbital energy (eV) = -9.2



b | Density functional theory data (the ωB97M-V functional and the def2-TZVPD basis) for a 3-piece molecular cluster, C3H6N4O overall.

Last column: Mulliken charge in e.
Geometry (Å):
C: -1.142 -0.190 -0.206  0.362
C: -0.555 -1.399 -0.075  -0.349
C: 0.159 0.651 -0.202  0.190
H: -3.009 -0.678 -0.457  0.353
H: -2.642 0.568 0.872  0.305
H: -0.933 -2.467 0.076  0.343
H: 2.847 1.081 -0.626  0.376
H: 2.748 -0.260 1.459  0.121
H: -0.135 2.549 0.026  0.238
N: -2.426 0.307 -0.164  -0.610
N: 1.238 -0.227 -0.280  0.563
N: 2.545 -0.220 -0.162  -0.871
N: 0.592 1.775 -0.102  -0.661
O: 0.713 -1.488 -0.160  -0.360

Properties
- net charge = 0
- Kohn-Sham gap (Eh) = 0.293
- highest occupied orbital energy (eV) = -7.8



c | Density functional theory data (the ωB97M-V functional and the def2-TZVPD basis) for one molecule with the formula C3H6N4O.

Last column: Mulliken charge in e.
Geometry (Å):
C: -0.759 -0.296 -0.250  0.430
C: 0.432 -0.941 -0.144  -0.531
C: -0.484 1.091 -0.109  0.271
H: -2.605 -1.213 -0.778  0.290
H: -2.071 -1.851 0.786  0.312
H: 0.865 -1.881 -0.416  0.375
H: 2.638 0.546 1.201  0.319
H: 3.263 0.786 -0.605  0.316
H: -2.242 1.226 0.382  0.401
N: -2.254 -0.795 0.141  -0.731
N: 1.285 0.126 -0.209  0.670
N: 2.765 0.059 0.115  -0.650
N: 0.749 1.265 -0.057  -0.900
O: -1.582 1.878 -0.056  -0.573

Properties
- SMILES string = Nc1cn(N)nc1O
- net charge = 0
- Kohn-Sham gap (Eh) = 0.338
- highest occupied orbital energy (eV) = -8.7



d | Density functional theory data (the ωB97M-V functional and the def2-TZVPD basis) for one molecule with the formula C3H6N4O.

Last column: Mulliken charge in e.
Geometry (Å):
C: -1.252 0.074 0.142  0.751
C: -0.509 1.235 0.233  -0.664
C: 0.743 0.804 -0.171  0.067
H: 2.495 -1.740 0.260  0.272
H: 1.647 -0.516 1.276  0.354
H: -0.973 -1.906 -0.466  0.317
H: -2.894 0.815 0.414  0.360
H: -0.930 2.174 0.722  0.283
H: 2.677 0.585 -0.484  0.279
N: 1.478 -1.343 0.471  -0.714
N: 0.679 -0.644 -0.503  -0.034
N: -0.724 -0.957 -0.164  -0.049
N: 2.044 1.267 -0.149  -0.729
O: -2.532 -0.043 -0.065  -0.494

Properties
- SMILES string = [H]/N=c1/cc(O)[nH]n1N
- net charge = 0
- Kohn-Sham gap (Eh) = 0.302
- highest occupied orbital energy (eV) = -7.8



It is b that is the least stable of them.



a | Density functional theory data (the ωB97M-V functional and the def2-TZVPD basis) for one molecule with the formula C3H6N4O.

Last column: Mulliken charge in e.
Geometry (Å):
C: -1.112 -0.572 -0.064  0.507
C: -0.109 -0.732 1.072  0.034
C: 2.459 -0.017 -0.802  -0.386
H: 0.186 1.954 0.118  0.238
H: -1.484 2.495 0.434  0.216
H: -1.656 0.958 -1.360  0.191
H: -0.500 -1.441 1.858  0.334
H: 3.172 -0.941 -0.687  0.278
H: 2.391 0.570 -1.921  0.225
N: -0.798 1.755 0.324  -0.474
N: -1.340 0.774 -0.445  -0.034
N: 1.070 -0.412 1.028  -0.462
N: 1.416 0.306 -0.044  -0.060
O: -1.497 -1.579 -0.714  -0.608

Properties
- SMILES string = C=N/N=C\C(=O)NN
- net charge = 0
- Kohn-Sham gap (Eh) = 0.348
- highest occupied orbital energy (eV) = -9.2



b | Density functional theory data (the ωB97M-V functional and the def2-TZVPD basis) for one molecule with the formula C3H6N4O.

Last column: Mulliken charge in e.
Geometry (Å):
C: -1.587 0.100 -0.103  0.530
C: 0.452 1.172 -0.077  0.485
C: 1.820 -0.894 -0.052  -0.779
N: -1.262 1.299 -0.213  -0.543
N: 1.185 2.176 -0.023  -0.639
N: 0.619 -0.174 0.104  0.167
N: -2.875 -0.508 -0.040  -0.512
O: -0.602 -0.852 -0.123  -0.320
H: 2.089 -0.635 -1.164  0.324
H: 2.632 -0.490 0.600  0.259
H: 1.695 -2.081 0.129  0.257
H: 2.176 1.909 0.244  0.240
H: -3.399 0.352 0.314  0.298
H: -2.942 -1.375 0.405  0.234

Properties
- SMILES string = [H]/N=c1/nc(N)on1C
- net charge = 0
- Kohn-Sham gap (Eh) = 0.351
- highest occupied orbital energy (eV) = -8.9



It is a that is the least stable of them.